This record from OMol25 describes a molecular structure, C61H54N7P2PtS. The level of theory is the ωB97M-V functional and the def2-TZVPD basis.

Structure (ORCA input):
```
! RIJCOSX wB97M-V def2-TZVPD def2/J DEFGRID3
* xyz 3 1
Pt 0.294 0.852 -0.261
C -2.865 -2.474 -0.638
C -2.346 -2.220 0.788
P -0.548 -1.900 0.984
C 0.198 -3.569 0.796
C 1.581 -3.718 0.925
C 2.195 -4.946 0.731
C 1.437 -6.058 0.387
C 0.063 -5.932 0.253
C -0.549 -4.700 0.458
C -0.420 -1.575 2.785
C -1.513 -1.544 3.649
C -1.341 -1.310 5.008
C -0.071 -1.119 5.530
C 1.028 -1.150 4.682
C 0.851 -1.365 3.324
C -2.000 -1.868 -1.742
P -0.687 -2.946 -2.432
C -1.370 -4.001 -3.683
C -0.508 -4.940 -4.267
C -0.992 -5.845 -5.193
C -2.345 -5.845 -5.515
C -3.214 -4.943 -4.914
C -2.734 -4.028 -3.991
C 0.634 -2.043 -3.022
C 1.645 -1.443 -2.030
C 3.106 -1.680 -2.495
C 3.318 -1.456 -3.996
C 2.200 -1.799 -4.884
C 0.990 -2.142 -4.416
H -3.856 -2.023 -0.718
H -3.021 -3.538 -0.812
H -2.667 -3.018 1.459
H -2.801 -1.300 1.159
H 2.200 -2.872 1.208
H 3.266 -5.039 0.860
H 1.914 -7.018 0.243
H -0.541 -6.797 0.009
H -1.627 -4.650 0.393
H -2.519 -1.706 3.284
H -2.204 -1.298 5.661
H 0.064 -0.963 6.593
H 2.027 -1.027 5.083
H 1.725 -1.382 2.681
H -1.510 -0.954 -1.410
H -2.580 -1.621 -2.633
H 0.540 -4.969 -3.989
H -0.325 -6.562 -5.651
H -2.727 -6.566 -6.225
H -4.266 -4.955 -5.164
H -3.428 -3.340 -3.526
H 1.485 -1.916 -1.063
H 3.520 -2.598 -2.081
H 4.241 -1.910 -4.358
H 2.362 -1.758 -5.956
H 0.224 -2.470 -5.107
C -2.435 3.640 5.338
C -1.101 4.327 5.218
C -0.614 5.138 6.238
C 0.612 5.779 6.137
C 1.371 5.636 4.986
C 0.902 4.844 3.948
C -0.312 4.181 4.080
N -0.840 3.375 3.009
C -0.167 2.521 2.216
N 1.047 2.127 2.705
C 2.066 1.435 2.061
C 1.847 0.774 0.854
C 2.982 0.036 0.228
C 4.307 0.114 0.871
C 4.438 0.724 2.054
C 3.311 1.375 2.678
C 3.525 2.007 4.010
N -0.670 2.067 1.094
C -1.851 2.764 0.637
C -1.668 3.915 -0.125
C -2.759 4.635 -0.572
C -4.043 4.196 -0.258
C -4.215 3.062 0.515
C -3.124 2.328 0.996
C -3.356 1.149 1.905
H -2.839 3.758 6.341
H -2.356 2.571 5.131
H -3.173 4.064 4.649
H -1.211 5.265 7.132
H 0.965 6.402 6.947
H 2.309 6.164 4.880
H 1.456 4.792 3.018
H -1.822 3.484 2.807
H 1.247 2.507 3.618
H 2.714 -1.034 0.279
H 5.149 -0.398 0.422
H 5.385 0.735 2.576
H 4.511 1.791 4.411
H 2.773 1.661 4.727
H 3.418 3.095 3.934
H -0.659 4.233 -0.358
H -2.614 5.535 -1.155
H -4.907 4.752 -0.599
H -5.216 2.742 0.781
H -4.036 0.429 1.444
H -3.835 1.470 2.833
H -2.428 0.644 2.167
S 2.029 2.629 -7.217
N 2.845 1.790 -6.117
C 2.011 1.610 -5.093
C 2.306 0.876 -3.888
C 3.572 0.084 -3.704
C 3.817 -0.330 -2.215
C 2.936 0.419 -1.263
N 1.553 0.056 -1.752
C 1.319 0.807 -2.977
C 0.015 1.405 -3.122
N -0.863 1.271 -2.083
C -2.103 1.706 -2.267
C -2.525 2.332 -3.445
C -1.622 2.543 -4.455
C -0.315 2.058 -4.302
C 0.730 2.175 -5.302
N 0.613 2.785 -6.479
H 4.402 0.515 -4.256
H 4.866 -0.380 -1.940
H 3.036 1.501 -1.355
H -2.794 1.564 -1.446
H -3.549 2.666 -3.525
H -1.895 3.062 -5.365
*
```

Output
ΔE to the lowest compared entry with this formula, charge and spin in kJ/mol: 0.0
LUMO energy (spin up / spin down) in Ha: -0.338 / -0.338
Gap between HOMO and LUMO (spin up / spin down) in eV: 5.36 / 5.37
Calculated total energy in Eh: -3939.5901

Atom charges from the Mulliken analysis, given in e for atoms 1 to 4: Pt 2.508; C -1.533; C -0.525; P 1.779


This record from OMol25 describes a molecular structure, C61H41CsN14OSi. The level of theory is the ωB97M-V functional and the def2-TZVPD basis.

Structure (ORCA input):
```
! RIJCOSX wB97M-V def2-TZVPD def2/J DEFGRID3
* xyz -2 1
Cs 15.157 14.255 15.286
C 12.383 20.568 17.524
C 13.438 21.116 16.764
C 14.551 20.337 16.478
C 14.597 19.045 16.911
C 15.539 17.948 16.661
N 14.999 16.735 17.150
C 13.825 17.034 17.659
N 12.923 16.168 18.205
C 13.232 14.968 18.897
C 12.730 14.807 20.205
C 12.304 15.676 21.171
C 11.515 15.197 22.205
C 11.186 13.853 22.328
C 11.686 12.901 21.389
C 12.411 13.437 20.331
C 13.207 12.863 19.223
N 13.620 11.645 19.236
C 20.376 13.159 18.641
N 20.397 14.390 18.013
C 20.296 14.135 16.678
N 20.298 15.066 15.694
C 19.453 16.013 15.431
N 18.180 16.189 16.032
C 17.673 17.335 15.560
N 16.645 18.088 16.009
C 18.542 17.967 14.567
C 18.351 19.065 13.760
C 19.389 19.485 12.943
C 20.518 18.697 12.786
C 20.671 17.498 13.527
C 19.686 17.133 14.437
C 20.314 12.731 16.403
C 20.231 12.026 15.214
C 20.256 10.631 15.300
C 20.234 10.000 16.526
C 20.367 10.701 17.743
C 20.400 12.071 17.665
N 13.654 13.832 18.355
C 13.551 18.452 17.576
C 12.423 19.224 17.910
H 11.524 21.192 17.793
H 13.433 22.121 16.393
H 15.346 20.741 15.889
H 12.574 16.730 21.094
H 11.097 15.943 22.912
H 10.580 13.477 23.130
H 11.492 11.816 21.412
H 17.413 19.571 13.806
H 19.299 20.403 12.355
H 21.231 18.962 12.042
H 21.577 16.909 13.439
H 20.124 12.524 14.237
H 20.417 9.999 14.409
H 20.234 8.929 16.619
H 20.503 10.119 18.702
H 11.636 18.760 18.475
N 10.465 10.978 13.670
C 11.296 12.027 13.792
N 12.416 12.009 14.489
C 12.616 10.891 15.299
N 13.436 11.141 16.378
N 13.974 10.053 16.854
C 14.792 10.148 17.893
C 14.828 11.256 18.818
C 16.121 11.731 19.178
C 16.485 12.302 20.402
C 17.808 12.730 20.757
C 18.996 12.179 20.259
N 20.016 12.985 19.864
C 11.815 9.692 15.170
C 12.101 8.429 15.758
C 11.030 7.510 15.835
C 9.879 7.591 15.052
C 9.656 8.779 14.334
C 10.645 9.788 14.348
H 9.600 11.047 13.092
H 11.007 12.979 13.336
H 15.466 9.279 18.002
H 16.851 11.665 18.366
H 15.694 12.506 21.118
H 18.000 13.597 21.392
H 19.093 11.070 20.241
H 13.076 8.230 16.256
H 11.162 6.636 16.478
H 9.189 6.774 14.983
H 8.851 8.922 13.589
O 10.543 16.245 17.938
C 11.613 16.672 18.338
C 15.826 13.288 10.620
C 15.452 14.066 11.828
N 15.218 14.772 12.736
H 14.956 12.665 10.333
H 16.669 12.639 10.866
H 16.172 13.976 9.829
C 13.471 17.826 8.942
C 14.021 18.588 9.924
C 13.725 18.275 11.265
C 12.867 17.233 11.563
C 12.234 16.540 10.532
C 12.496 16.862 9.216
Si 12.585 16.764 13.466
C 10.709 17.182 13.757
C 10.346 18.235 14.596
C 9.028 18.688 14.600
C 8.039 18.029 13.834
C 8.411 16.997 12.972
C 9.743 16.566 12.972
H 13.731 18.041 7.907
H 14.688 19.451 9.735
H 14.210 18.802 12.090
H 11.573 15.708 10.781
H 11.934 16.374 8.438
H 13.328 17.845 14.171
H 11.066 18.690 15.319
H 8.736 19.572 15.135
H 7.007 18.361 13.905
H 7.711 16.535 12.299
H 10.095 15.753 12.357
*
```

Output
ΔE to the lowest compared entry with this formula, charge and spin in kJ/mol: 486.6
LUMO energy in Ha: 0.104
Gap between HOMO and LUMO in eV: 3.57
Calculated total energy in Eh: -3500.2496

Atom charges from the Mulliken analysis, given in e for atoms 1 to 4: Cs 0.938; C -0.832; C -0.609; C -0.290


This record from OMol25 describes 9 unconnected molecules or ions with the total composition C25H67N9O9. The level of theory is the ωB97M-V functional and the def2-TZVPD basis.

Structure (ORCA input):
```
! RIJCOSX wB97M-V def2-TZVPD def2/J DEFGRID3
* xyz 0 1
C 7.212 1.751 -0.294
C 6.056 2.757 -0.376
C 6.785 4.056 0.092
C 5.552 2.698 -1.884
C 4.223 3.408 -2.141
C 3.120 2.983 -1.174
C 3.532 2.874 0.354
C 3.432 4.398 0.820
C 2.522 1.808 1.029
N 4.906 2.422 0.497
O 5.299 2.071 1.730
H 6.904 0.746 -0.584
H 8.016 1.981 -0.993
H 7.733 1.749 0.663
H 7.531 4.420 -0.615
H 5.963 4.754 0.247
H 7.098 3.932 1.129
H 6.322 3.116 -2.532
H 5.289 1.667 -2.123
H 4.357 4.489 -2.119
H 4.007 3.161 -3.181
H 2.848 1.965 -1.452
H 2.328 3.726 -1.273
H 2.524 4.798 1.272
H 3.663 5.144 0.059
H 4.176 4.549 1.603
H 1.523 2.205 0.847
H 2.771 1.757 2.089
H 2.457 0.766 0.717
H 5.507 1.171 1.472
N 2.009 -1.469 2.618
C 1.610 -2.693 2.765
N 2.173 -3.506 2.006
O 0.609 -2.970 3.397
H 2.934 -1.251 2.273
H 1.392 -0.728 2.917
H 1.821 -4.453 2.037
H 2.836 -3.092 1.366
N 4.002 -0.859 -1.050
C 4.365 -1.575 -0.046
N 4.842 -2.683 -0.517
O 4.385 -1.294 1.118
H 3.841 -1.214 -1.982
H 3.468 -0.036 -0.813
H 5.233 -2.627 -1.447
H 5.206 -3.395 0.100
N -4.969 -5.764 0.161
C -4.201 -5.526 1.147
N -4.815 -5.310 2.286
O -3.000 -5.571 1.037
H -4.566 -5.973 -0.741
H -5.971 -5.715 0.278
H -5.816 -5.426 2.359
H -4.183 -5.151 3.058
N -1.470 -0.296 2.893
C -0.595 0.606 3.090
N -0.955 1.616 2.379
O 0.461 0.465 3.592
H -1.336 -1.216 3.289
H -2.347 0.049 2.529
H -0.194 2.249 2.177
H -1.902 1.696 2.038
C -1.108 3.617 -0.149
C -1.870 3.266 -1.431
C -0.968 2.619 -2.413
O -2.751 2.268 -1.110
H -1.587 3.774 0.817
H -0.576 4.545 -0.361
H -0.491 2.735 0.022
H -2.439 4.118 -1.803
H -0.041 3.188 -2.488
H -1.441 2.398 -3.370
H -0.582 1.696 -1.982
H -2.277 1.506 -0.769
C -3.933 -2.146 2.277
C -4.961 -1.996 1.259
C -6.244 -1.402 1.820
O -4.297 -1.133 0.392
H -3.122 -2.737 1.851
H -4.391 -2.722 3.081
H -3.755 -1.175 2.740
H -5.178 -2.982 0.847
H -6.741 -0.946 0.964
H -6.271 -0.754 2.697
H -6.896 -2.235 2.083
H -4.206 -0.294 0.851
C -4.123 -1.125 -2.934
C -5.537 -0.387 -2.921
C -6.581 -0.908 -3.921
O -6.134 -0.487 -1.628
H -4.125 -2.113 -2.474
H -3.435 -0.582 -2.286
H -3.695 -1.273 -3.925
H -5.438 0.687 -3.075
H -6.901 -1.923 -3.682
H -6.136 -0.760 -4.905
H -7.517 -0.354 -3.981
H -5.528 -0.768 -0.939
C 0.309 -0.942 -1.596
C -1.051 -1.508 -1.087
C -0.780 -2.586 -0.027
O -1.769 -0.518 -0.371
H 1.093 -1.698 -1.650
H 0.677 -0.190 -0.898
H 0.416 -0.394 -2.532
H -1.581 -2.010 -1.896
H -0.091 -2.141 0.691
H -0.277 -3.466 -0.429
H -1.649 -2.995 0.489
H -2.543 -0.977 -0.038
*
```

Output
SMILES string: CC1(C)CCCC(C)(C)N1O.NC(N)=O.NC(N)=O.NC(N)=O.NC(N)=O.CC(C)O.CC(C)O.CC(C)O.CC(C)O
LUMO energy in Ha: 0.011
Gap between HOMO and LUMO in eV: 7.99
Calculated total energy in Eh: -2162.5966

Atom charges from the Mulliken analysis, given in e for atoms 1 to 4: C -2.000; C 1.154; C -1.671; C -0.915


This record from OMol25 describes 6 unconnected molecules or ions with the total composition C30H78N6O9. The level of theory is the ωB97M-V functional and the def2-TZVPD basis.

Structure (ORCA input):
```
! RIJCOSX wB97M-V def2-TZVPD def2/J DEFGRID3
* xyz 1 2
C 1.097 0.847 -2.938
C 0.371 2.123 -3.295
C -1.049 2.269 -2.773
O -1.843 3.143 -3.550
C -3.004 3.454 -2.819
N 1.265 3.280 -3.001
H 1.157 0.748 -1.854
H 2.070 0.797 -3.426
H 0.470 -0.007 -3.198
H 0.323 2.066 -4.382
H -0.827 2.675 -1.786
H -1.494 1.302 -2.537
H -3.539 2.559 -2.502
H -3.592 4.124 -3.446
H -2.637 4.161 -2.074
H 1.687 3.557 -3.876
H 0.848 4.160 -2.733
C 4.052 -5.215 -1.955
C 2.547 -5.586 -2.187
C 1.387 -4.594 -1.603
O -0.002 -4.760 -2.111
C -0.899 -5.711 -1.464
N 2.355 -5.681 -3.617
H 4.160 -4.899 -0.917
H 4.488 -4.365 -2.479
H 4.685 -6.102 -2.000
H 2.211 -6.550 -1.805
H 1.740 -3.583 -1.806
H 1.402 -4.652 -0.515
H -1.925 -5.692 -1.830
H -0.868 -5.539 -0.388
H -0.568 -6.709 -1.751
H 1.454 -6.094 -3.811
H 2.173 -4.702 -3.787
C -3.451 1.075 5.009
C -2.325 0.192 4.301
C -1.135 -0.238 5.202
O -0.271 -0.913 4.306
C 0.990 -1.312 4.844
N -2.972 -1.046 3.846
H -4.015 1.778 4.396
H -3.023 1.703 5.790
H -4.113 0.477 5.635
H -1.977 0.706 3.405
H -1.433 -0.852 6.052
H -0.617 0.627 5.617
H 1.476 -2.213 4.472
H 1.018 -1.457 5.924
H 1.718 -0.539 4.596
H -2.299 -1.759 3.605
H -3.595 -1.395 4.561
C -4.488 -1.757 -2.659
O -4.611 -2.289 -1.385
C -4.379 -1.360 -0.306
C -4.473 -2.057 1.036
N -5.713 -2.670 1.395
C -5.685 -3.525 2.584
C -7.071 -4.065 3.062
O -7.500 -5.262 2.397
C -6.989 -6.490 2.889
H -4.739 -2.483 -3.432
H -3.469 -1.390 -2.785
H -5.291 -1.032 -2.794
H -5.134 -0.579 -0.387
H -3.414 -0.887 -0.487
H -4.275 -1.364 1.853
H -3.674 -2.783 1.183
H -6.132 -3.110 0.589
H -5.320 -2.861 3.368
H -4.982 -4.349 2.462
H -7.835 -3.303 2.907
H -7.187 -4.137 4.143
H -7.311 -6.561 3.928
H -5.924 -6.553 2.667
H -7.308 -7.383 2.351
C 3.448 -1.604 -0.807
O 2.813 -2.327 0.286
C 2.213 -1.390 1.210
C 1.122 -0.390 0.752
N 0.517 0.370 1.866
C -0.358 1.450 1.471
C -1.459 1.058 0.564
O -2.384 2.058 0.114
C -3.516 2.484 0.856
H 4.276 -2.179 -1.221
H 3.745 -0.575 -0.607
H 2.720 -1.614 -1.618
H 3.002 -0.953 1.822
H 1.605 -2.045 1.835
H 0.395 -0.937 0.150
H 1.628 0.373 0.161
H 0.060 -0.228 2.540
H 0.314 2.229 1.110
H -0.728 2.029 2.316
H -2.114 0.277 0.953
H -1.059 0.647 -0.363
H -4.191 2.937 0.129
H -3.156 3.246 1.547
H -4.032 1.649 1.332
C 9.275 6.392 -3.091
O 7.881 6.385 -2.960
C 7.360 6.799 -1.732
C 5.870 6.578 -1.669
N 5.437 5.257 -2.001
C 4.034 5.040 -2.051
C 3.314 4.858 -0.650
O 3.739 3.796 0.093
C 3.336 2.513 -0.231
H 9.727 5.533 -2.595
H 9.595 7.400 -2.825
H 9.635 6.301 -4.116
H 7.610 7.845 -1.555
H 7.829 6.177 -0.969
H 5.650 7.174 -2.554
H 5.349 6.632 -0.713
H 5.878 4.564 -1.412
H 3.898 4.135 -2.644
H 3.601 5.822 -2.676
H 2.242 4.717 -0.793
H 3.501 5.779 -0.098
H 2.376 2.474 -0.747
H 3.304 1.872 0.650
H 3.926 1.985 -0.980
*
```

Output
<S²>: 0.755
ΔE to the lowest compared entry with this formula, charge and spin in kJ/mol: 0.0
LUMO energy (spin up / spin down) in Ha: -0.089 / -0.266
Gap between HOMO and LUMO (spin up / spin down) in eV: 7.12 / 2.29
Calculated total energy in Eh: -2194.8564

Atom charges from the Mulliken analysis, given in e for atoms 1 to 4: C -0.757; C 0.259; C -0.498; O -0.517